A structure of composition C25H47ClN2O23S5 at a distorted geometry, computed with ωB97M-V with the def2-TZVPD basis set.

Output
F_max: 11.33 eV/A
DFT total energy: -143438.895 eV
orbital gap: 6.674 eV
E_LUMO: 0.082 eV

Geometry as ORCA input:
```
! wB97M-V def2-TZVPD RIJCOSX def2/J DEFGRID3
* xyz 0 1
C 0.19 1.63 3.02
C 0.54 2.23 1.67
C 0.87 1.28 0.38
C 1.77 1.98 -0.79
C 1.77 1.03 -2.13
O 1.26 -0.36 -1.88
C 2.35 -1.22 -1.39
C 2.58 -2.60 -2.27
C 2.59 -3.85 -1.19
C 3.17 2.37 -0.04
C 4.61 2.22 -0.81
C 5.63 1.09 -0.17
C 5.96 1.30 1.42
C 5.08 0.38 2.45
N 4.57 -0.93 1.89
C 3.05 4.01 0.24
O 3.85 4.82 0.94
N 1.79 4.55 -0.40
C 1.35 3.45 -1.39
O -0.12 3.59 -1.44
Cl 2.29 4.02 -2.93
H 1.00 1.70 3.89
H -0.88 1.18 3.17
H 0.58 3.42 1.65
H -0.13 0.79 0.01
H 1.53 0.37 0.80
H 2.78 1.01 -2.73
H 0.97 1.51 -2.87
H 3.31 -0.56 -1.31
H 2.05 -1.56 -0.29
H 1.72 -2.80 -3.05
H 3.61 -2.49 -2.86
H 2.33 -4.83 -1.83
H 1.77 -3.78 -0.36
H 3.64 -3.98 -0.66
H 3.24 1.96 1.05
H 5.17 3.28 -0.70
H 4.55 2.02 -1.96
H 5.24 0.03 -0.48
H 6.66 1.24 -0.75
H 5.90 2.42 1.79
H 7.10 0.98 1.58
H 5.80 0.09 3.35
H 4.16 0.95 2.93
H 4.11 -1.48 2.66
H 5.38 -1.53 1.58
H 1.84 5.51 -0.82
H -0.44 3.68 -2.39
C -2.42 -0.76 -1.50
C -3.25 -0.64 -2.77
O -3.43 -1.98 -3.23
S -3.50 -2.98 -1.94
O -4.89 -3.23 -1.64
O -2.53 -4.03 -2.13
O -2.91 -1.93 -0.84
H -1.36 -0.92 -1.72
H -2.53 0.11 -0.85
H -2.75 -0.04 -3.54
H -4.24 -0.22 -2.57
C 6.63 -2.99 -5.86
C 7.47 -1.76 -6.17
O 6.68 -0.65 -5.74
S 5.78 -1.10 -4.46
O 6.45 -0.67 -3.26
O 4.39 -0.78 -4.75
O 5.98 -2.71 -4.62
H 5.86 -3.14 -6.62
H 7.24 -3.89 -5.77
H 7.72 -1.67 -7.23
H 8.40 -1.75 -5.58
C -5.01 -1.62 3.29
C -3.51 -1.36 3.39
O -3.40 0.02 3.74
S -4.68 0.44 4.66
O -4.28 0.37 6.05
O -5.30 1.60 4.08
O -5.61 -0.86 4.34
H -5.41 -1.25 2.34
H -5.26 -2.68 3.40
H -2.99 -1.56 2.45
H -3.07 -1.95 4.19
C -3.15 5.94 0.88
C -3.93 4.82 1.55
O -3.16 3.64 1.31
S -1.58 4.04 1.25
O -1.00 3.77 2.55
O -1.03 3.53 0.02
O -1.78 5.65 1.11
H -3.32 5.95 -0.20
H -3.41 6.92 1.29
H -4.94 4.71 1.15
H -3.98 4.97 2.64
C -9.14 -3.28 2.44
C -9.91 -4.41 3.11
O -9.15 -5.59 2.87
S -7.57 -5.19 2.81
O -6.99 -5.46 4.11
O -7.01 -5.70 1.58
O -7.76 -3.58 2.66
H -9.31 -3.28 1.35
H -9.39 -2.30 2.85
H -10.92 -4.52 2.71
H -9.97 -4.26 4.19
*
```